{"formula": "C27H76O11", "method": "ωB97M-V/def2-TZVPD", "symbols": ["C", "O", "H", "H", "H", "H", "C", "O", "H", "H", "H", "H", "C", "O", "H", "H", "H", "H", "C", "C", "C", "O", "H", "H", "H", "H", "H", "H", "H", "H", "C", "C", "C", "O", "H", "H", "H", "H", "H", "H", "H", "H", "C", "C", "C", "O", "H", "H", "H", "H", "H", "H", "H", "H", "C", "C", "C", "O", "H", "H", "H", "H", "H", "H", "H", "H", "C", "C", "C", "O", "H", "H", "H", "H", "H", "H", "H", "H", "C", "C", "C", "O", "H", "H", "H", "H", "H", "H", "H", "H", "C", "C", "C", "O", "H", "H", "H", "H", "H", "H", "H", "H", "C", "C", "C", "O", "H", "H", "H", "H", "H", "H", "H", "H"], "xyz": [[-0.153, 0.563, -0.037], [0.289, 1.357, 1.035], [0.034, 1.181, -0.889], [0.343, -0.358, -0.120], [-1.194, 0.292, -0.009], [0.030, 0.968, 1.904], [-2.827, 3.236, -2.825], [-2.122, 2.265, -2.035], [-3.039, 4.181, -2.283], [-2.134, 3.433, -3.637], [-3.762, 2.867, -3.353], [-2.556, 2.144, -1.138], [3.105, 2.840, 1.526], [3.584, 1.535, 1.260], [1.990, 2.877, 1.725], [3.698, 3.113, 2.396], [3.261, 3.606, 0.780], [2.779, 0.989, 1.316], [-0.720, -0.294, -6.080], [-1.585, 0.192, -4.915], [-2.375, -0.974, -4.334], [-0.601, 0.745, -3.992], [-1.458, -0.702, -6.757], [-0.013, -1.025, -5.826], [-0.302, 0.604, -6.500], [-2.352, 0.903, -5.228], [-3.074, -0.704, -3.583], [-1.583, -1.628, -3.833], [-2.927, -1.422, -5.177], [-1.013, 1.149, -3.232], [-5.388, 2.467, 0.997], [-4.517, 1.300, 0.646], [-4.986, 0.657, -0.642], [-3.183, 1.749, 0.503], [-5.123, 2.877, 2.022], [-6.451, 2.165, 1.084], [-5.297, 3.239, 0.229], [-4.576, 0.539, 1.426], [-6.049, 0.389, -0.603], [-4.497, -0.315, -0.869], [-4.921, 1.255, -1.518], [-2.863, 2.315, 1.259], [0.170, 5.478, 2.516], [-1.004, 4.953, 1.680], [-0.773, 5.182, 0.159], [-1.348, 3.637, 2.029], [1.126, 5.005, 2.294], [0.034, 5.127, 3.548], [0.217, 6.582, 2.410], [-1.800, 5.670, 1.925], [-1.668, 5.013, -0.410], [-0.056, 4.401, -0.235], [-0.319, 6.165, 0.012], [-0.793, 3.110, 1.423], [-3.169, -3.583, -1.647], [-1.809, -3.692, -0.929], [-1.106, -4.964, -1.364], [-1.051, -2.594, -1.441], [-2.880, -3.585, -2.719], [-3.695, -2.678, -1.418], [-3.674, -4.529, -1.530], [-1.865, -3.648, 0.104], [-1.231, -5.171, -2.399], [-1.459, -5.845, -0.722], [-0.082, -4.889, -1.123], [-0.118, -2.540, -1.291], [-0.492, 1.482, 5.449], [0.590, 1.390, 4.395], [1.929, 1.195, 5.028], [0.360, 0.218, 3.534], [-1.485, 1.622, 5.002], [-0.346, 2.435, 6.096], [-0.502, 0.585, 6.142], [0.462, 2.242, 3.714], [2.220, 1.972, 5.751], [2.754, 1.184, 4.336], [1.990, 0.271, 5.585], [0.987, -0.528, 3.601], [2.915, -0.194, -5.343], [2.828, -0.775, -3.973], [2.972, 0.302, -2.865], [1.537, -1.426, -3.805], [3.907, 0.305, -5.461], [2.185, 0.636, -5.391], [2.715, -1.004, -6.068], [3.621, -1.598, -3.807], [2.968, -0.108, -1.843], [2.262, 1.073, -2.956], [3.944, 0.835, -3.006], [0.852, -0.728, -3.966], [3.305, -3.436, 0.763], [3.311, -2.544, -0.461], [4.510, -2.760, -1.385], [2.046, -2.799, -1.143], [2.314, -3.504, 1.243], [4.016, -3.026, 1.434], [3.529, -4.414, 0.428], [3.218, -1.510, -0.119], [4.432, -2.099, -2.248], [4.507, -3.776, -1.739], [5.436, -2.567, -0.845], [2.143, -2.494, -2.064], [0.400, -3.158, 5.256], [1.767, -3.094, 4.573], [2.293, -4.493, 4.128], [1.765, -2.236, 3.438], [0.097, -2.167, 5.465], [0.664, -3.649, 6.177], [-0.288, -3.744, 4.730], [2.386, -2.617, 5.323], [2.339, -5.148, 4.953], [3.229, -4.278, 3.683], [1.589, -4.970, 3.436], [2.698, -2.081, 3.258]], "forces_ev_per_angstrom": [[-0.59, 0.65, -0.13], [-0.25, 0.39, 1.34], [0.01, 0.04, -0.91], [1.23, -1.28, -0.08], [-0.63, 0.29, 0.19], [0.40, -0.20, -0.54], [-0.06, -0.41, -0.41], [-1.16, 0.33, 0.70], [0.06, -0.57, -0.19], [0.05, 0.42, -0.14], [0.75, 0.11, 1.01], [0.44, 0.06, -1.03], [-0.77, 0.32, 1.35], [-1.15, -0.57, -0.66], [1.30, -0.28, 0.04], [-0.41, 0.75, 0.37], [0.43, -0.22, -0.79], [0.47, 0.03, -0.32], [-2.60, 1.61, -0.08], [0.83, -0.69, 0.87], [2.14, -0.78, -0.03], [-0.31, -0.46, -1.04], [0.20, -0.27, -0.71], [0.97, -0.90, 0.49], [0.62, 0.08, -0.48], [0.48, 0.69, -0.22], [-0.65, 0.49, 0.78], [-1.38, 0.22, -0.81], [0.31, -0.33, 0.47], [-0.62, 0.26, 0.70], [-0.86, 0.55, 1.55], [-0.39, -0.05, -0.06], [-0.27, -1.79, -0.01], [1.03, 0.49, 0.42], [-0.10, -0.24, -1.25], [0.51, 0.13, -0.18], [-0.02, 0.06, 0.18], [0.10, -0.03, 0.18], [0.07, 0.16, 0.45], [0.12, 0.68, 0.25], [0.46, 0.91, -0.65], [-0.62, -0.64, -0.85], [0.01, -0.48, 0.24], [0.38, 2.13, -0.54], [1.33, -1.67, 0.68], [0.04, -0.28, -0.75], [0.17, 0.19, -0.67], [-0.38, 0.69, 0.03], [0.21, -0.69, 0.35], [-0.44, -0.70, 0.23], [-0.54, 0.32, -0.21], [-0.41, 0.80, 0.43], [-0.29, -0.07, -0.19], [-0.03, -0.62, 0.37], [1.93, -0.75, -0.78], [0.73, 0.14, -3.17], [-1.28, -1.44, 2.33], [-1.63, 1.11, -0.49], [-0.33, 0.35, 0.45], [-0.55, 0.20, 0.27], [-0.80, 0.02, 0.46], [-0.29, 0.18, 2.19], [-0.14, -0.18, -0.90], [0.15, 0.94, -1.07], [1.37, 0.19, 0.07], [0.97, -0.73, 0.67], [-0.47, 0.83, 1.58], [-0.32, -1.55, -0.43], [1.15, 1.08, 0.68], [-0.76, 0.72, 0.07], [0.24, -0.32, 0.02], [0.00, -1.55, -0.96], [0.03, 0.98, -0.83], [0.55, 0.01, 0.28], [-0.44, 0.00, -0.16], [0.20, -0.07, -0.70], [-0.34, -0.46, 0.14], [-0.03, 0.36, 0.33], [0.52, 0.77, -0.16], [-0.10, -0.79, 1.82], [2.25, -0.86, -0.33], [0.32, 0.52, -0.25], [-0.54, -0.65, -0.30], [0.06, -0.55, -0.35], [0.20, 0.73, 0.01], [-1.33, 1.23, -0.48], [-0.15, 0.07, -0.45], [-1.36, 0.75, -0.15], [-0.39, -0.48, 0.20], [0.47, -0.52, 0.48], [-1.19, 0.51, -0.68], [-1.55, 0.12, -0.15], [-0.61, 0.49, 0.57], [0.87, -0.09, -0.46], [0.40, 0.44, -0.27], [0.86, -0.08, 0.91], [0.62, -1.22, 0.00], [0.51, 0.22, -0.07], [0.25, 0.03, 0.19], [0.04, -0.53, -0.13], [0.08, 0.06, -0.07], [-0.41, 0.01, 0.23], [2.42, -0.09, -0.06], [-0.73, -1.06, -0.02], [-1.65, 1.71, 0.13], [-0.09, 0.42, -0.06], [-0.79, 0.96, 0.17], [-0.42, -0.27, 0.64], [-1.25, -0.61, -0.86], [0.72, -0.21, 0.19], [0.54, -0.72, 1.10], [1.10, -0.54, -0.56], [0.23, 0.41, -0.19], [-0.05, 0.12, -0.40]], "fmax_ev_per_a": 3.25, "gap_ev": 10.14, "e_above_lowest_ev": 1.664, "e_homo_ev": -9.55, "multiplicity": 1}



{"formula": "C24H68ClN6O4", "method": "ωB97M-V/def2-TZVPD", "symbols": ["N", "H", "H", "H", "H", "N", "H", "H", "H", "H", "Cl", "O", "O", "O", "O", "C", "C", "N", "C", "C", "C", "C", "H", "H", "H", "H", "H", "H", "H", "H", "H", "H", "H", "H", "H", "H", "H", "C", "C", "N", "C", "C", "C", "C", "H", "H", "H", "H", "H", "H", "H", "H", "H", "H", "H", "H", "H", "H", "H", "C", "C", "N", "C", "C", "C", "C", "H", "H", "H", "H", "H", "H", "H", "H", "H", "H", "H", "H", "H", "H", "H", "C", "C", "N", "C", "C", "C", "C", "H", "H", "H", "H", "H", "H", "H", "H", "H", "H", "H", "H", "H", "H", "H"], "xyz": [[2.546, 0.663, -3.554], [3.289, 0.053, -3.133], [1.654, 0.380, -3.139], [2.571, 0.525, -4.563], [2.806, 1.632, -3.368], [-2.675, -1.282, -3.681], [-3.354, -1.032, -4.397], [-2.814, -0.620, -2.902], [-1.721, -1.114, -4.003], [-2.690, -2.311, -3.396], [-0.492, 0.444, -0.737], [-0.423, 0.678, 0.648], [0.401, -0.662, -1.083], [-1.818, 0.147, -1.229], [0.060, 1.589, -1.435], [-3.070, 2.299, 6.574], [-4.251, 2.904, 5.813], [-4.578, 2.280, 4.540], [-5.779, 2.751, 3.902], [-6.297, 1.918, 2.727], [-3.542, 1.620, 3.788], [-2.933, 2.423, 2.631], [-3.025, 1.220, 6.690], [-3.034, 2.768, 7.560], [-2.140, 2.673, 6.135], [-5.111, 2.827, 6.484], [-4.041, 3.966, 5.619], [-6.559, 2.855, 4.660], [-5.626, 3.768, 3.501], [-7.181, 2.398, 2.308], [-5.557, 1.958, 1.928], [-6.529, 0.893, 3.012], [-3.965, 0.667, 3.451], [-2.662, 1.327, 4.362], [-2.086, 1.962, 2.115], [-2.627, 3.437, 2.887], [-3.664, 2.446, 1.816], [-0.200, 5.071, 3.492], [1.272, 5.198, 3.977], [2.174, 4.325, 3.208], [1.826, 2.916, 3.411], [2.353, 1.910, 2.424], [3.570, 4.597, 3.503], [4.040, 6.015, 3.136], [-0.661, 4.209, 3.969], [-0.185, 4.998, 2.405], [-0.718, 5.997, 3.740], [1.549, 6.205, 3.674], [1.270, 5.030, 5.059], [2.183, 2.540, 4.384], [0.741, 2.852, 3.474], [1.891, 0.937, 2.617], [2.153, 2.039, 1.357], [3.432, 1.765, 2.525], [4.253, 3.906, 2.999], [3.803, 4.368, 4.557], [3.544, 6.765, 3.747], [3.878, 6.208, 2.077], [5.110, 6.056, 3.342], [3.140, -3.750, -4.086], [3.196, -2.228, -3.860], [4.302, -1.690, -3.047], [4.556, -2.406, -1.797], [3.430, -2.163, -0.810], [5.520, -1.637, -3.884], [6.470, -0.503, -3.474], [2.801, -4.165, -3.136], [4.168, -4.084, -4.241], [2.578, -4.081, -4.954], [3.328, -1.833, -4.872], [2.282, -1.830, -3.407], [4.644, -3.477, -2.000], [5.473, -2.039, -1.340], [3.027, -1.149, -0.743], [2.505, -2.699, -1.058], [3.694, -2.491, 0.194], [5.394, -1.575, -4.965], [6.070, -2.583, -3.780], [7.489, -0.719, -3.781], [6.402, -0.236, -2.419], [6.103, 0.404, -3.967], [-3.304, -5.058, -4.985], [-1.994, -4.620, -4.298], [-2.206, -3.953, -3.024], [-3.107, -4.592, -2.081], [-3.405, -3.700, -0.875], [-0.889, -3.647, -2.431], [-0.153, -4.824, -1.777], [-3.181, -5.130, -6.064], [-4.086, -4.293, -4.936], [-3.640, -5.956, -4.472], [-1.287, -5.456, -4.329], [-1.547, -3.942, -5.039], [-4.027, -4.855, -2.602], [-2.713, -5.540, -1.694], [-4.261, -4.032, -0.291], [-2.585, -3.603, -0.166], [-3.651, -2.703, -1.252], [-0.952, -2.851, -1.683], [-0.233, -3.258, -3.217], [0.097, -5.618, -2.491], [-0.686, -5.246, -0.932], [0.879, -4.548, -1.545]], "forces_ev_per_angstrom": [[0.77, 0.08, 0.07], [0.25, -0.46, -0.01], [-0.29, 0.45, 0.29], [-0.20, -0.13, 0.05], [-0.51, 0.03, 0.29], [0.11, 1.08, 0.05], [0.15, -0.30, -0.16], [0.26, -0.39, 0.36], [-0.16, 0.14, -0.15], [-0.14, -0.72, 0.31], [2.44, 0.26, -1.23], [-0.88, -0.13, 0.91], [-0.32, -0.65, -0.28], [-0.52, -0.08, 0.10], [-0.52, 0.31, -0.49], [0.63, 1.22, -0.06], [-0.04, -0.26, -0.34], [0.27, -1.09, 1.10], [0.14, 0.50, -0.35], [0.32, 0.33, 0.16], [0.54, -0.10, -0.65], [-0.59, -0.24, -1.18], [-0.29, -0.04, -0.17], [-0.29, -0.22, 0.12], [0.09, -0.46, -0.20], [-0.24, 0.20, -0.25], [0.00, 0.19, 0.48], [0.01, -0.11, 0.08], [-0.05, 0.17, 0.02], [-0.16, -0.07, 0.20], [-0.05, -0.42, -0.02], [0.05, -0.05, -0.09], [0.23, 0.06, -0.48], [-0.51, 0.07, 0.77], [0.19, -0.31, 0.57], [-0.22, 0.02, 0.19], [-0.03, 0.59, 0.07], [1.08, 0.22, 0.20], [-0.82, -0.02, -1.53], [-0.23, -0.52, 0.13], [-0.11, 0.18, 0.38], [0.38, -0.84, -0.78], [0.60, 0.10, 0.18], [-0.06, -0.72, 0.40], [-0.41, 0.10, -0.22], [-0.19, -0.29, 0.00], [-0.22, -0.17, 0.22], [0.22, 0.16, 0.69], [0.51, 0.16, 0.16], [0.01, 0.30, 0.27], [0.02, -0.07, -0.26], [0.06, 0.02, 0.31], [-0.17, 0.69, 0.13], [-0.01, 0.06, 0.04], [-0.48, -0.15, -0.46], [-0.18, 0.35, 0.27], [0.07, 0.15, -0.12], [-0.09, 0.09, 0.00], [0.01, 0.18, -0.04], [0.81, 0.53, 1.24], [-0.23, -0.25, -0.50], [0.23, 0.59, -1.74], [-0.78, 0.45, 0.34], [-1.14, -0.37, 0.28], [1.62, -0.58, 0.92], [-1.05, 0.46, -0.22], [-0.22, -0.61, -0.37], [-0.04, -0.17, -0.03], [-0.38, 0.19, 0.16], [-0.23, 0.56, 0.18], [-0.29, -0.47, -0.23], [0.29, -0.03, 0.14], [0.17, -0.04, -0.33], [0.69, 0.26, -0.04], [0.23, -0.33, -0.14], [0.11, 0.05, -0.02], [-0.83, 0.18, 0.09], [-0.06, -0.07, 0.15], [0.06, 0.18, 0.08], [0.28, -0.49, 0.14], [0.40, 0.07, -0.18], [0.15, 0.46, 0.53], [-0.88, -0.03, -1.94], [0.95, 0.81, -0.14], [-0.35, -0.74, 0.82], [-0.17, 0.45, -0.34], [0.71, -0.11, 0.61], [0.61, -0.27, -1.00], [0.32, -0.79, 0.11], [0.04, 0.03, 0.55], [-0.40, -0.19, -0.64], [-0.14, -0.18, 0.68], [0.20, 0.51, 0.57], [-0.05, 0.21, 0.04], [0.12, -0.08, -0.27], [-0.05, -0.24, -0.22], [0.18, -0.02, -0.19], [0.00, 0.11, 0.26], [-0.30, 0.05, -0.10], [-0.18, 0.06, -0.15], [-0.74, -0.16, -0.08], [0.22, 0.04, 0.19], [-0.31, 0.49, 0.72]], "charge": 1, "fmax_ev_per_a": 2.75, "gap_ev": 5.44, "e_above_lowest_ev": 2.584, "e_homo_ev": -8.61, "multiplicity": 1}



{"formula": "C4H14N2O2", "method": "ωB97M-V/def2-TZVPD", "symbols": ["C", "C", "C", "C", "N", "N", "H", "H", "H", "H", "H", "H", "H", "H", "H", "H", "H", "H", "O", "H", "H", "O"], "xyz": [[1.362, 0.070, -0.337], [-0.080, 0.395, -0.864], [-1.237, -0.590, -0.433], [-0.185, -2.306, -1.681], [-1.100, -1.992, -0.816], [1.847, 0.873, 0.791], [1.935, 0.162, -1.257], [1.489, -1.035, 0.007], [-0.380, 1.412, -0.589], [-0.027, 0.280, -1.893], [-2.054, -0.161, -1.009], [-1.603, -0.623, 0.683], [-0.226, -3.190, -2.058], [0.545, -1.863, -2.176], [1.074, 1.545, 1.222], [2.571, 1.414, 0.647], [-0.753, 3.944, 1.405], [-0.981, 4.335, -0.068], [-0.305, 4.007, 0.518], [-1.294, -2.626, 2.442], [0.100, -1.920, 2.396], [-0.697, -2.130, 3.070]], "forces_ev_per_angstrom": [[-0.67, -1.43, 0.64], [0.01, -1.36, 3.46], [0.39, -0.22, 1.50], [-3.49, 2.09, 3.33], [0.74, 0.96, 0.05], [-6.63, -1.18, 2.47], [0.86, 0.23, 0.28], [-0.60, 1.61, -0.91], [0.18, -0.06, -0.18], [-0.19, 0.19, -2.08], [-0.92, 0.02, -0.25], [1.03, 0.62, -1.98], [-0.61, -6.28, -1.82], [3.35, 3.63, -1.51], [1.98, -2.06, -1.50], [4.55, 3.23, -1.38], [0.53, 0.07, -1.27], [-0.56, 0.15, -0.46], [0.05, -0.28, 1.74], [0.75, 0.75, 0.92], [-2.63, -0.51, 2.30], [1.87, -0.18, -3.33]], "charge": -1, "s_squared": 0.75, "fmax_ev_per_a": 7.18, "gap_ev": [2.50, 9.22], "e_above_lowest_ev": 3.144, "e_homo_ev": [0.95, -5.46], "multiplicity": 2}